Entry 1:
Here is 22 unconnected molecules or ions with the total composition C2H46O23 at a distorted geometry from OMol25. Energies are from ωB97M-V with the def2-TZVPD basis set.

Geometry as XYZ:
```
71
C2H46O23 (ωB97M-V with the def2-TZVPD basis set)
O -10.3047 0.1266 -0.5557
C -10.0642 -1.1824 -0.1251
C -11.2608 -2.0837 -0.1170
O -11.1038 -3.3955 0.3637
H -9.6706 -1.1615 0.9134
H -9.1985 -1.5154 -0.7155
H -11.5868 -2.1649 -1.1493
H -12.0267 -1.6528 0.4472
O -9.2566 0.3767 2.8450
H -8.6552 -0.3047 2.4588
H -8.7090 0.9295 3.4068
O -14.1958 -1.0518 -1.0182
H -13.4664 -0.4376 -1.2470
H -13.8040 -1.6819 -0.4352
O -9.7908 2.5087 1.4391
H -8.8923 2.9023 1.5108
H -9.6650 1.5700 1.5900
O -12.5911 -2.2918 -3.6943
H -12.2021 -1.7100 -4.4349
H -12.5110 -1.7175 -2.9497
O -8.9669 -3.6881 1.7810
H -8.2309 -3.8832 1.2141
H -9.7095 -3.4414 1.2086
O -10.7803 -6.2565 0.4670
H -11.6740 -6.6291 0.3588
H -10.8062 -5.2971 0.4161
O -7.8053 0.6624 0.1840
H -8.7446 0.4750 0.1747
H -7.5897 0.9258 -0.7115
O -6.2661 -1.5622 -0.2058
H -6.9396 -0.8694 -0.1856
H -6.2459 -1.9471 0.6634
O -7.2697 -1.7819 2.4838
H -6.8366 -2.1937 3.2222
H -8.0341 -2.2803 2.1940
O -11.1271 -1.5580 3.1706
H -10.7227 -0.7256 2.9824
H -10.8792 -2.0179 2.3719
O -7.0974 -2.8156 -2.5464
H -7.9445 -3.1598 -2.2041
H -6.8118 -2.3438 -1.7586
O -9.7264 2.6093 -1.5591
H -10.5846 2.9650 -1.3916
H -9.7233 1.7445 -1.1052
O -13.9269 -1.3173 2.9619
H -14.4932 -0.6709 2.5837
H -13.0826 -0.8899 3.1224
O -7.2508 0.9130 -2.4906
H -8.1262 0.4343 -2.5858
H -6.6419 0.1952 -2.6311
O -11.6023 -4.2836 2.9623
H -11.4773 -4.1920 2.0501
H -12.1984 -5.0613 3.0366
O -12.4932 1.1113 0.4369
H -12.4615 2.0129 0.1033
H -11.6696 0.6305 0.2072
O -12.7157 -4.7946 -1.6931
H -13.5143 -4.3230 -2.0911
H -12.4090 -4.2869 -0.9595
O -9.3505 -4.1062 -1.4470
H -10.1097 -3.6382 -0.9978
H -9.6992 -4.6840 -2.1442
O -13.7597 -3.2527 0.9456
H -13.7826 -2.5429 1.6269
H -12.8247 -3.2216 0.6805
O -12.2081 0.4525 -2.3003
H -11.4583 0.4562 -1.7172
H -12.2215 1.3252 -2.6632
O -9.4147 -0.6324 -3.1553
H -9.8166 -0.5689 -2.3064
H -9.6140 -1.5203 -3.4466
```

Values from the calculation:
Charge = -2
Calculated total energy = -49916.42278 eV
HOMO-LUMO gap = 8.3 eV

***

Entry 2:
Here is 2 unconnected molecules or ions with the total composition C7H15N at a distorted geometry from OMol25. Energies are from ωB97M-V with the def2-TZVPD basis set.

Geometry as XYZ:
```
23
C7H15N (ωB97M-V with the def2-TZVPD basis set)
C 0.8617 -2.1552 0.7703
C 1.3714 -0.8244 1.3349
C 0.2189 -0.0404 2.0219
C -0.8175 0.4720 1.0033
N -0.2924 -0.3897 -1.4449
C -0.2766 0.9352 -1.3059
C -0.6084 1.3839 -0.0885
C -0.2346 1.8236 -2.5206
H -0.1790 -2.1348 0.5083
H 1.3624 -2.4751 -0.1440
H 1.1092 -2.9018 1.5283
H 1.6418 -0.1867 0.4788
H 2.3344 -0.9041 1.8322
H 0.5924 0.7544 2.6655
H -0.2995 -0.7155 2.7041
H -1.7322 0.6825 1.5708
H -1.6878 -0.5483 0.2462
H -0.9292 -0.6094 -2.2070
H -0.7988 -0.6033 -0.4998
H -0.8312 2.4395 0.0373
H -1.1848 1.6856 -3.0466
H 0.5139 1.4529 -3.2150
H -0.1342 2.8593 -2.2297
```

Values from the calculation:
Calculated total energy = -8989.00679 eV
HOMO-LUMO gap = 9.0 eV

***

Please write out number 2 again, unchanged.
Here is 2 unconnected molecules or ions with the total composition C7H15N at a distorted geometry from OMol25. Energies are from ωB97M-V with the def2-TZVPD basis set.

Geometry as XYZ:
```
23
C7H15N (ωB97M-V with the def2-TZVPD basis set)
C 0.8617 -2.1552 0.7703
C 1.3714 -0.8244 1.3349
C 0.2189 -0.0404 2.0219
C -0.8175 0.4720 1.0033
N -0.2924 -0.3897 -1.4449
C -0.2766 0.9352 -1.3059
C -0.6084 1.3839 -0.0885
C -0.2346 1.8236 -2.5206
H -0.1790 -2.1348 0.5083
H 1.3624 -2.4751 -0.1440
H 1.1092 -2.9018 1.5283
H 1.6418 -0.1867 0.4788
H 2.3344 -0.9041 1.8322
H 0.5924 0.7544 2.6655
H -0.2995 -0.7155 2.7041
H -1.7322 0.6825 1.5708
H -1.6878 -0.5483 0.2462
H -0.9292 -0.6094 -2.2070
H -0.7988 -0.6033 -0.4998
H -0.8312 2.4395 0.0373
H -1.1848 1.6856 -3.0466
H 0.5139 1.4529 -3.2150
H -0.1342 2.8593 -2.2297
```

Values from the calculation:
Calculated total energy = -8989.00679 eV
HOMO-LUMO gap = 9.0 eV